Entry from the Open Molecules 2025 dataset: a 2-piece molecular cluster, CH4NO2 overall at a distorted geometry (ωB97M-V with the def2-TZVPD basis set).

The geometry in XYZ format:
```
8
Properties=species:S:1:pos:R:3
O 1.60 -1.33 0.96
H 1.88 -0.52 0.49
C -0.14 0.80 -0.21
N -0.66 -0.46 -0.96
O -1.06 1.48 0.17
H 0.65 -1.15 0.84
H -0.15 -0.42 -1.84
H -1.63 -0.19 -1.18
```

Values from the calculation:
- relative energy (zero: lowest compared OMol25 entry of this formula, charge and spin) (eV) = 1.900
- E_tot (a.u.) = -245.72777
- HOMO level (eV) = -2.062
- net charge = -1



Entry from the Open Molecules 2025 dataset: a 2-piece molecular cluster, C4H12N2S overall at a distorted geometry (ωB97M-V with the def2-TZVPD basis set).

The geometry in XYZ format:
```
19
Properties=species:S:1:pos:R:3
H -1.16 0.61 0.86
N -2.03 0.60 0.30
C -2.45 -0.62 0.20
N -3.65 -0.98 -0.41
H -1.90 -1.54 0.49
H -4.27 -1.50 0.22
H -3.57 -1.55 -1.26
C 2.20 1.35 -1.24
C 1.25 0.33 -0.61
C 1.42 0.15 0.94
S 0.77 -1.46 1.46
H 2.16 1.24 -2.32
H 3.28 1.21 -1.11
H 1.94 2.41 -1.08
H 0.21 0.52 -0.80
H 1.40 -0.68 -1.05
H 0.84 0.95 1.48
H 2.44 0.34 1.21
H 1.14 -1.39 2.73
```

Values from the calculation:
- SMILES string = [H]/N=C/N.CCCS
- relative energy (zero: lowest compared OMol25 entry of this formula, charge and spin) (eV) = 1.158
- E_tot (a.u.) = -667.25232
- HOMO level (eV) = -9.158



Entry from the Open Molecules 2025 dataset: an isolated molecule of C6H12O (ωB97M-V with the def2-TZVPD basis set).

The geometry in XYZ format:
```
19
Properties=species:S:1:pos:R:3
C 2.11 -0.46 0.23
C 1.29 0.50 0.67
O 1.15 0.85 1.98
C 0.37 1.29 -0.21
C -1.12 0.97 0.02
C -1.45 -0.52 0.09
C -0.97 -1.34 -1.12
H 2.17 -0.70 -0.83
H 2.73 -1.05 0.91
H 1.75 0.30 2.50
H 0.54 2.36 -0.03
H 0.64 1.10 -1.26
H -1.45 1.45 0.95
H -1.69 1.44 -0.79
H -2.54 -0.61 0.19
H -1.03 -0.94 1.01
H -0.04 -1.87 -0.89
H -1.71 -2.08 -1.43
H -0.76 -0.69 -1.99
```

Values from the calculation:
- SMILES string = C=C(O)CCCC
- relative energy (zero: lowest compared OMol25 entry of this formula, charge and spin) (eV) = 0.733
- E_tot (a.u.) = -311.03234
- HOMO level (eV) = -8.852



Results for HOMO-LUMO gap: 7.1 9.9 9.8 (in eV, following the order of the records).